{"formula": "C43H48IN7O4SSr", "method": "the ωB97M-V functional and the def2-TZVPD basis", "e_tot_ha": -3077.8691, "total_charge": 2, "largest_force_ev_per_a": 2.617, "lumo_energy_ha": -0.1787, "homo_lumo_gap_ev": 7.93, "symbols": ["Sr", "C", "O", "C", "N", "C", "C", "C", "C", "C", "C", "C", "C", "C", "C", "C", "C", "N", "C", "N", "C", "C", "O", "C", "C", "C", "C", "C", "C", "H", "H", "H", "H", "H", "H", "H", "H", "H", "H", "H", "H", "H", "H", "H", "H", "H", "H", "H", "I", "C", "C", "N", "N", "C", "H", "H", "H", "C", "C", "S", "O", "C", "C", "H", "H", "H", "H", "H", "H", "H", "H", "H", "H", "C", "C", "C", "C", "N", "N", "C", "H", "H", "H", "H", "H", "H", "H", "H", "C", "C", "O", "C", "C", "C", "C", "C", "C", "H", "H", "H", "H", "H", "H", "H", "H"], "positions_angstrom": [[11.695670, 9.459229, 13.994018], [9.508084, 11.631915, 9.426299], [8.641586, 11.790275, 10.586919], [9.226387, 11.092556, 11.570092], [10.437750, 10.689757, 11.385581], [10.866867, 11.307675, 10.096115], [11.823294, 10.604720, 9.207557], [12.754808, 11.338691, 8.471745], [13.646367, 10.695126, 7.600819], [13.580935, 9.329611, 7.400062], [12.579224, 8.614179, 8.052130], [11.724354, 9.244097, 8.957445], [8.595836, 11.195145, 12.932105], [7.266764, 11.602698, 13.042009], [6.788935, 11.988271, 14.276556], [7.645238, 11.966578, 15.385820], [8.910969, 11.522745, 15.145718], [9.402962, 11.103988, 13.977330], [10.019896, 11.693994, 16.176443], [11.148324, 11.115798, 16.140086], [11.997904, 11.718810, 17.148733], [11.140044, 12.840534, 17.726898], [9.840466, 12.656908, 17.075939], [12.408261, 10.754737, 18.254722], [11.529644, 9.679103, 18.485874], [11.806724, 8.739851, 19.480137], [12.955166, 8.876116, 20.231881], [13.839282, 9.918188, 20.012026], [13.566917, 10.855033, 19.006142], [9.525377, 12.564159, 8.915736], [9.155669, 10.790333, 8.855887], [11.255840, 12.267368, 10.377450], [12.804351, 12.423303, 8.599845], [14.293305, 11.356077, 7.023709], [14.330942, 8.823296, 6.789107], [12.551193, 7.552313, 7.944635], [10.942442, 8.618386, 9.423446], [6.704565, 11.652709, 12.138721], [5.756260, 12.307039, 14.360747], [7.298676, 12.410435, 16.317207], [12.817004, 12.145793, 16.660643], [11.536923, 13.836461, 17.518603], [10.990622, 12.694823, 18.786434], [10.662790, 9.590819, 17.819962], [11.101388, 7.935835, 19.704935], [13.180186, 8.082351, 20.931000], [14.758120, 9.980150, 20.607704], [14.205889, 11.693526, 18.771436], [17.166816, 9.207381, 18.101974], [15.991005, 9.594122, 16.534259], [16.323033, 10.329459, 15.406593], [15.272273, 10.245091, 14.589572], [14.214631, 9.580638, 15.088421], [14.662801, 9.155119, 16.284040], [17.234046, 10.776828, 15.101055], [15.126393, 10.648401, 13.663310], [14.087579, 8.480019, 16.896394], [11.772368, 5.674967, 16.694749], [10.366757, 5.991858, 17.272243], [9.420896, 7.263333, 16.372167], [10.438478, 7.836864, 15.367858], [8.343755, 6.312754, 15.284804], [9.061654, 5.435177, 14.268668], [12.316254, 4.945349, 17.348504], [12.390758, 6.609782, 16.624428], [11.722026, 5.280431, 15.677193], [10.400787, 6.375244, 18.268496], [9.740891, 5.089195, 17.323608], [7.814814, 7.091561, 14.733070], [7.589066, 5.803760, 15.849908], [9.845198, 6.062138, 13.808300], [8.306544, 5.023063, 13.581633], [9.546226, 4.585123, 14.803814], [9.593290, 5.337967, 9.754598], [10.499014, 6.082361, 10.702927], [11.759950, 5.709993, 11.115102], [12.192581, 6.648543, 12.018955], [11.276025, 7.576267, 12.185550], [10.279538, 7.228047, 11.355449], [13.499893, 6.670298, 12.772174], [8.772076, 6.028179, 9.449824], [9.184345, 4.503645, 10.320086], [10.108224, 4.944766, 8.900858], [12.288485, 4.811296, 10.815765], [9.407626, 7.740972, 11.431234], [13.376261, 6.536078, 13.821589], [14.006939, 7.613263, 12.552029], [14.163423, 5.895989, 12.394402], [14.622619, 9.396401, 10.697118], [14.128224, 10.584230, 11.465057], [13.336981, 10.370072, 12.383194], [14.646233, 11.889656, 11.192832], [13.934093, 12.993593, 11.681805], [14.239191, 14.261940, 11.273694], [15.277318, 14.434880, 10.347002], [16.027744, 13.335079, 9.915916], [15.729496, 12.047842, 10.368836], [13.905242, 8.584931, 10.666739], [15.477801, 9.022828, 11.304736], [15.047602, 9.595733, 9.732009], [13.097550, 12.771562, 12.304101], [13.599743, 15.083533, 11.587899], [15.533792, 15.391810, 9.896665], [16.906936, 13.556637, 9.357168], [16.413225, 11.245118, 10.077004]], "forces_ev_per_angstrom": [[-0.26, 0.33, 0.02], [0.64, -0.58, 1.32], [-0.48, -0.21, -0.01], [1.79, 0.25, 0.36], [-0.73, -0.10, 0.15], [-1.44, 0.09, 0.14], [0.18, -0.23, -0.48], [0.29, -0.23, 0.11], [-0.59, 1.20, -0.13], [0.11, -0.16, 0.14], [0.44, 0.55, 0.54], [-0.42, -0.99, -0.28], [-0.48, 0.01, -0.70], [0.71, -0.12, 0.14], [-0.26, -0.29, 0.19], [-1.37, 0.68, -0.77], [2.22, -0.08, 1.38], [-0.19, -0.05, -0.22], [-0.46, 0.15, -0.45], [-0.12, -0.62, -1.02], [-0.52, -0.39, 1.43], [-0.49, 0.11, 0.20], [0.02, 0.38, 0.14], [-0.82, -1.36, -0.54], [0.14, 0.08, -0.09], [-0.70, 0.45, -0.50], [0.32, -0.53, 0.10], [0.42, 0.39, -0.17], [-0.27, 0.15, 0.11], [-0.18, 0.50, -0.66], [-0.28, -0.18, -0.50], [0.69, 0.60, 0.26], [0.06, -0.28, -0.04], [0.20, -0.46, 0.16], [-0.41, 0.15, -0.01], [-0.24, -0.54, -0.18], [0.54, 0.57, -0.05], [-0.57, 0.14, -0.33], [0.12, 0.09, 0.13], [0.41, -0.37, -0.03], [1.65, 0.42, -0.68], [-0.36, -0.06, -0.05], [-0.12, 0.25, 0.25], [0.22, -0.11, 0.53], [0.28, 0.21, -0.17], [0.12, 0.23, 0.30], [-0.43, 0.07, -0.33], [0.45, -0.03, 0.28], [0.69, -0.25, 1.00], [-1.32, 0.29, -1.36], [-0.51, -1.02, 0.44], [-1.04, 0.78, -1.46], [0.86, -0.54, 1.15], [0.44, 0.07, -0.29], [0.53, 0.42, -0.09], [0.38, 0.02, 0.65], [-0.23, 0.20, 0.12], [0.36, 0.70, 0.35], [0.16, -0.93, -0.69], [0.97, 0.06, -1.00], [-0.48, 0.19, 0.49], [0.05, 0.31, -0.71], [0.50, -0.41, 0.99], [-0.63, 0.64, -0.51], [-0.58, -0.81, 0.24], [-0.12, -0.10, 0.19], [0.31, 0.24, 0.68], [0.10, 0.20, -0.13], [-0.05, 0.25, 0.13], [-0.28, -0.39, 0.62], [-0.42, -0.57, -0.25], [0.53, 0.25, -0.01], [-0.27, 0.47, -0.57], [-0.92, 1.49, 1.15], [0.87, -0.81, -0.50], [0.26, -1.59, -0.89], [1.10, -0.12, 0.86], [-0.24, 0.69, 0.25], [-1.50, 0.69, 0.27], [-0.09, 0.38, -1.43], [0.44, -0.76, -0.03], [-0.28, -0.10, -0.16], [0.34, 0.02, -0.40], [-0.10, 0.24, -0.03], [0.30, -0.13, -0.26], [-0.11, -0.05, 0.90], [-0.01, -0.01, 0.41], [-0.08, -0.16, 0.07], [1.01, -0.32, 0.81], [-0.19, -1.86, 0.07], [-0.22, 0.29, 0.22], [-0.40, 0.64, 0.25], [0.27, -0.60, -0.40], [-0.04, 0.63, -0.61], [0.07, -0.43, -0.26], [-0.37, 0.32, 1.23], [1.37, 0.98, -1.01], [-0.24, 0.18, -0.09], [-0.29, 0.07, -0.19], [-0.18, 0.18, -0.44], [-0.50, 0.11, 0.43], [0.35, 0.01, -0.01], [-0.22, 0.00, 0.42], [0.40, -0.22, -0.64], [-0.57, 0.10, 0.06]]}